Entry 1:
85
Properties=species:S:1:pos:R:3:forces:R:3 method="wB97M-V/def2-TZVPD" e_lumo_ev="0.21 / 0.21" total_energy_ev=-120443.6635 fmax_ev_per_a=1.58 spin_multiplicity=2 e_above_lowest_kj_mol=168.9 total_charge=0
Mn 0.00223 0.11383 0.11129 1.2 -0.3 -1.0
O -2.47954 -3.42910 -1.25881 -0.1 0.0 0.0
S -1.48580 -2.99542 -0.30418 0.2 0.4 -0.1
O -1.49410 -3.65382 0.97806 0.0 0.1 0.1
N -1.51422 -1.36494 -0.16103 0.5 0.5 0.0
C -2.71925 -0.79394 0.23620 -0.5 -0.3 0.1
C -3.88566 -1.48888 0.55494 0.5 0.1 -0.1
C -5.05401 -0.83243 0.95747 -0.1 0.1 0.0
C -5.10971 0.52835 1.07430 -0.2 -0.1 0.1
C -3.96429 1.28533 0.77003 0.2 0.0 -0.1
C -3.93559 2.68973 0.89015 0.1 0.1 0.0
C -2.80017 3.38262 0.57693 -0.2 0.1 0.0
C -1.68217 2.66984 0.13613 0.2 -0.2 -0.2
N -1.66675 1.36053 0.02121 0.5 -0.7 0.6
C -2.77723 0.63854 0.33952 -0.4 -0.1 0.0
C 0.09078 -3.42249 -1.05262 -0.1 0.3 0.1
C 1.26809 -2.72227 -0.86418 -0.1 -0.2 0.1
C 2.45622 -3.20530 -1.39078 0.0 0.0 0.0
C 2.46266 -4.39585 -2.10161 0.1 0.0 0.1
C 1.27992 -5.09792 -2.28980 0.1 0.0 0.1
C 0.09301 -4.61480 -1.76357 -0.2 0.0 -0.1
H -3.88093 -2.56481 0.50516 -0.1 -0.1 0.0
H -5.92838 -1.42885 1.18747 0.0 0.0 0.0
H -6.01080 1.03021 1.40279 0.0 0.0 0.0
H -4.82264 3.20458 1.23842 0.0 0.0 0.0
H -2.74923 4.45830 0.66793 0.0 0.0 0.0
H -0.76907 3.18631 -0.13857 0.1 0.0 0.1
H 1.26471 -1.81836 -0.28755 0.1 0.1 0.1
H 3.37483 -2.65390 -1.22886 0.0 0.0 0.0
H 3.39447 -4.78047 -2.49759 0.0 0.0 0.0
H 1.28378 -6.02973 -2.84049 0.0 0.0 0.0
H -0.84464 -5.13878 -1.89795 0.1 0.0 0.0
C -2.30130 -5.20484 5.43438 0.0 0.1 -0.1
C -1.77568 -3.86996 4.98040 0.0 -0.1 0.1
C -0.45627 -3.49949 5.22323 0.0 0.0 0.0
C 0.03320 -2.28584 4.76962 0.1 0.0 0.0
C -0.80466 -1.44357 4.05838 0.1 0.2 -0.1
C -2.12637 -1.78126 3.82729 0.0 0.0 -0.1
C -2.60562 -2.99167 4.29044 0.0 0.0 -0.1
S -0.20745 0.12436 3.49412 0.0 0.4 -0.2
O -1.35671 0.93105 3.17044 0.0 -0.2 0.0
O 0.72216 0.61016 4.48297 0.1 -0.1 0.0
N 0.56899 -0.11836 2.08139 -1.1 0.2 -0.1
C 1.91139 -0.21025 1.91660 0.4 0.1 0.0
C 2.88506 -0.58567 2.86052 0.0 0.0 0.0
C 4.18866 -0.70732 2.44348 -0.1 0.0 0.0
C 4.53142 -0.43677 1.11561 0.1 0.0 0.0
C 3.53143 -0.03044 0.26268 0.1 0.0 -0.2
N 2.25696 0.08774 0.63827 -0.7 -0.2 0.3
H -1.55947 -5.74352 6.02187 0.0 0.0 0.0
H -2.56047 -5.80976 4.56326 0.0 -0.1 0.0
H -3.20380 -5.08688 6.03560 0.0 0.0 0.0
H 0.19430 -4.16668 5.77594 0.0 0.0 0.0
H 1.05186 -1.98381 4.97611 0.0 0.0 0.0
H -2.75974 -1.08577 3.29553 -0.1 0.0 0.0
H -3.63501 -3.26980 4.09683 0.0 0.0 0.0
H 2.58830 -0.75766 3.88306 0.1 0.0 0.0
H 4.95336 -1.01400 3.14588 0.0 0.0 0.0
H 5.55019 -0.52998 0.76820 0.0 0.0 0.0
H 3.74292 0.23352 -0.76850 0.0 -0.1 0.0
N 0.29501 0.21295 -2.08354 -0.5 0.1 0.5
S 1.24906 0.16935 -3.34415 -0.4 -0.1 0.0
C 0.66706 1.45295 -4.49404 0.1 -0.1 0.3
C -0.13580 2.45591 -3.97970 0.0 -0.1 0.0
C -0.53329 3.49583 -4.80769 0.0 0.1 -0.1
C -0.11725 3.52740 -6.13068 -0.1 0.0 0.1
C 0.69442 2.51832 -6.63192 0.0 0.0 0.0
C 1.09431 1.47437 -5.81309 0.1 -0.1 0.0
C 0.77827 -1.28083 -4.29910 0.2 0.0 0.1
C -0.54215 -1.46873 -4.68039 -0.1 0.1 0.0
C -0.90258 -2.64456 -5.31293 0.0 0.0 0.0
C 0.05264 -3.62489 -5.55527 0.1 0.0 0.0
C 1.36936 -3.42910 -5.16825 -0.1 0.0 -0.2
C 1.73829 -2.25208 -4.53389 0.0 0.2 0.0
H -0.66424 0.00580 -2.36081 0.0 0.0 -0.1
H -0.44090 2.40900 -2.94152 0.0 0.0 0.0
H -1.16192 4.28461 -4.41571 0.0 0.0 0.0
H -0.42482 4.34103 -6.77446 0.0 0.0 0.0
H 1.02085 2.54762 -7.66326 0.0 0.0 0.0
H 1.72421 0.68130 -6.19896 0.0 0.0 0.0
H -1.28605 -0.70470 -4.48337 0.0 0.0 0.0
H -1.92975 -2.79966 -5.61408 0.0 0.0 0.0
H -0.23321 -4.54435 -6.04880 0.0 0.0 0.0
H 2.11202 -4.19257 -5.35893 0.0 0.0 0.0
H 2.76014 -2.08797 -4.21497 0.0 0.0 0.0

Entry 2:
89
Properties=species:S:1:pos:R:3:forces:R:3 method="wB97M-V/def2-TZVPD" e_lumo_ev="3.73 / 3.73" total_energy_ev=-311551.0131 fmax_ev_per_a=1.20 spin_multiplicity=5 e_above_lowest_kj_mol=111.8 total_charge=-2
Mn -2.97648 -0.65257 -0.73711 0.4 -0.3 0.4
S -4.46910 3.22954 -0.92959 0.5 -0.1 0.3
As -5.07416 1.34552 -1.67460 -0.6 0.7 -0.4
S -5.11832 -0.24736 -0.12907 -0.4 0.2 -0.1
S -3.41784 0.29990 -2.74896 -0.1 0.2 -0.1
S -6.85860 1.56567 -2.76155 -0.1 -0.4 -0.1
O -2.52560 -0.44328 1.16393 0.0 -0.1 -0.3
As -1.72012 -0.36300 2.58160 0.0 0.3 1.2
C -2.92326 -1.15533 3.87821 0.0 0.0 0.0
C -2.65818 -1.09611 5.24161 0.1 0.0 -0.1
C -3.56278 -1.62752 6.14714 0.0 0.0 0.1
C -4.72924 -2.22597 5.68909 0.0 0.0 0.0
C -4.99968 -2.27732 4.32877 0.0 0.0 0.1
C -4.09917 -1.73476 3.42436 0.0 0.0 -0.3
C -1.77410 1.52219 3.04365 0.0 0.0 -0.1
C -2.56153 2.32289 2.22530 0.0 -0.2 -0.2
C -2.76533 3.66149 2.52567 0.1 0.0 0.1
C -2.18904 4.19894 3.66671 -0.1 0.0 -0.1
C -1.40665 3.40193 4.49364 0.0 0.1 0.1
C -1.19514 2.06769 4.18620 0.1 -0.2 0.0
C 0.02254 -0.97606 3.19264 -0.1 0.0 -0.2
C 1.11547 -0.12404 3.09144 -0.1 0.0 -0.1
C 2.34896 -0.53330 3.56817 0.0 0.1 0.1
C 2.48878 -1.78627 4.15217 0.0 0.0 0.0
C 1.39161 -2.62692 4.26449 0.1 0.0 0.0
C 0.15400 -2.22307 3.78243 -0.2 -0.1 0.0
H -1.73827 -0.63600 5.58647 0.0 0.0 0.1
H -3.36142 -1.57484 7.21051 0.0 0.0 0.0
H -5.43205 -2.64994 6.39661 0.0 0.0 0.0
H -5.91066 -2.73914 3.97146 0.0 0.0 0.0
H -4.29577 -1.75816 2.35912 0.0 0.0 0.0
H -3.02383 1.89403 1.34354 -0.1 0.1 0.0
H -3.37906 4.25410 1.85839 0.0 0.0 0.0
H -2.35435 5.23999 3.91919 0.0 0.0 0.0
H -0.96486 3.82471 5.38868 0.0 0.0 0.0
H -0.57133 1.45610 4.82956 0.0 0.0 0.0
H 0.99352 0.83708 2.60715 0.1 0.0 0.0
H 3.20592 0.12317 3.47936 0.0 0.0 0.0
H 3.45820 -2.11205 4.51018 0.0 0.0 0.0
H 1.49880 -3.60200 4.72323 0.0 0.0 0.0
H -0.70347 -2.88090 3.84026 0.0 0.0 0.0
O -1.14690 -0.91487 -1.27836 0.5 -0.3 -0.3
C -0.09176 -1.16603 -0.59032 0.2 0.1 0.1
O 0.23104 -0.60496 0.45801 0.1 0.0 0.0
C 0.87429 -2.19407 -1.18590 -0.1 0.4 -0.3
C 2.25773 -1.56389 -1.42124 -0.3 0.3 0.0
Ge 2.21605 0.03255 -2.61720 0.5 -0.3 0.0
C 1.74197 1.77394 -1.84666 0.0 -0.3 -0.2
C 2.76353 2.60252 -1.38309 0.0 -0.1 0.0
C 2.48065 3.87116 -0.89797 0.1 0.0 0.0
C 1.17345 4.33867 -0.89992 0.0 0.0 0.0
C 0.14992 3.52787 -1.36952 -0.1 0.1 0.0
C 0.43256 2.24620 -1.81683 -0.1 -0.1 -0.1
C 1.26005 -0.41678 -4.28132 0.1 0.1 0.3
C 1.74248 -1.48916 -5.03232 0.0 0.0 0.1
C 1.12058 -1.87173 -6.21006 0.0 0.0 0.0
C -0.00501 -1.18761 -6.65123 0.0 0.0 0.0
C -0.48987 -0.11460 -5.91989 0.0 0.0 0.0
C 0.14768 0.27296 -4.74833 -0.1 0.0 0.0
C 4.08821 0.26685 -3.26941 -0.2 0.0 0.1
C 5.17015 -0.43351 -2.74248 -0.1 -0.1 0.1
C 6.44770 -0.29865 -3.27118 0.1 0.0 0.0
C 6.66827 0.55509 -4.34163 0.0 0.0 0.1
C 5.60694 1.28317 -4.86448 0.1 0.0 0.0
C 4.33512 1.13396 -4.33348 -0.1 0.1 0.0
H 0.44712 -2.55283 -2.12258 0.0 -0.1 0.0
H 0.94203 -3.02794 -0.48477 0.0 0.0 0.0
H 2.93208 -2.29575 -1.87497 0.0 0.0 0.0
H 2.67470 -1.27092 -0.45542 0.1 0.1 0.0
H 3.78929 2.24839 -1.40398 0.0 0.1 0.0
H 3.28829 4.50173 -0.54244 0.0 0.0 0.0
H 0.94712 5.33483 -0.53804 0.0 0.0 0.0
H -0.87252 3.88399 -1.40936 0.0 0.0 0.1
H -0.38707 1.61726 -2.14250 -0.1 0.0 0.1
H 2.62273 -2.02575 -4.68941 0.0 0.0 0.0
H 1.51520 -2.70116 -6.78595 0.0 0.0 0.0
H -0.50278 -1.49391 -7.56359 0.0 0.0 0.0
H -1.37133 0.42244 -6.24602 0.0 0.0 0.0
H -0.24746 1.11492 -4.19694 0.0 0.0 0.0
H 5.00834 -1.09971 -1.90137 0.0 0.0 0.0
H 7.26988 -0.86520 -2.84892 0.0 0.0 0.0
H 7.66223 0.65315 -4.76189 0.0 0.0 0.0
H 5.77699 1.96230 -5.69176 0.0 0.0 0.0
H 3.51276 1.70021 -4.75906 0.0 0.0 0.0
F -1.81935 -3.09952 1.72904 0.0 0.0 -0.1
B -2.41561 -3.80959 0.65401 0.0 0.0 0.1
F -2.96093 -2.86934 -0.30339 0.0 0.0 0.2
F -3.45340 -4.59358 1.14514 -0.1 0.0 0.0
F -1.45161 -4.58212 0.01891 0.1 0.0 -0.1

Entry 3:
96
Properties=species:S:1:pos:R:3:forces:R:3 method="wB97M-V/def2-TZVPD" e_lumo_ev="-3.65 / -6.09" total_energy_ev=-116995.4041 fmax_ev_per_a=0.53 spin_multiplicity=4 e_above_lowest_kj_mol=0.0 total_charge=+1
Ti 0.51954 -0.62381 0.48716 0.4 0.1 0.3
C 4.56859 -2.05266 1.73157 0.0 0.0 0.0
C 3.35920 -2.29215 1.08534 0.0 0.0 0.0
N 2.41497 -1.45572 1.51651 -0.2 0.2 0.0
N 2.99508 -0.68984 2.46998 0.0 0.0 -0.1
C 4.29155 -1.01230 2.59396 0.0 0.0 0.0
B 2.17920 0.44509 3.13693 0.0 0.0 0.2
N 2.06693 1.56995 2.09204 0.1 0.1 -0.1
C 2.48545 2.84346 2.11526 -0.1 -0.1 0.0
C 2.32404 3.38296 0.85341 0.0 0.0 0.0
C 1.79175 2.34777 0.09776 0.0 0.0 0.0
N 1.64690 1.24765 0.83840 -0.3 -0.4 0.0
N 0.76365 -0.11181 3.47724 0.0 -0.1 0.0
C 0.22349 -0.22613 4.69949 0.0 0.0 0.0
C -0.99603 -0.86541 4.58576 0.0 0.0 0.0
C -1.12530 -1.12047 3.22841 0.0 0.1 0.0
N -0.06216 -0.66068 2.55840 -0.1 0.0 -0.2
N 2.81299 0.88791 4.43541 0.0 0.0 -0.1
C 3.41056 0.12048 5.38966 0.0 0.0 0.1
C 3.47523 0.85411 6.54379 0.0 0.0 0.0
C 2.86167 2.07786 6.21173 0.0 0.0 0.0
N 2.44840 2.08736 4.95969 0.0 0.1 0.0
H 5.50223 -2.57138 1.60754 0.0 0.0 0.0
H 3.12777 -3.04355 0.35016 0.0 0.0 0.0
H 4.92780 -0.48736 3.28505 0.0 0.0 0.0
H 2.84454 3.27044 3.03430 0.0 0.0 0.0
H 2.54751 4.38578 0.53671 0.0 0.0 0.0
H 1.46291 2.35468 -0.92575 0.0 0.1 0.0
H 0.73634 0.16019 5.56455 0.0 0.0 0.0
H -1.69020 -1.10138 5.37191 0.0 0.0 0.0
H -1.95038 -1.57763 2.70759 0.0 0.0 0.0
H 3.71558 -0.89408 5.19818 0.0 0.0 0.0
H 3.90406 0.55579 7.48400 0.0 0.0 0.0
H 2.70464 2.94569 6.83188 0.0 0.0 0.0
O -1.00371 2.15947 1.50527 0.1 0.0 0.0
C -1.70790 3.18237 0.81391 -0.1 0.0 0.0
C -1.60391 3.03516 -0.68661 -0.1 0.0 0.0
C -2.28300 3.97837 -1.46043 0.0 0.0 0.0
C -2.23351 3.88696 -2.83464 0.0 0.0 0.0
C -1.49666 2.85370 -3.40549 0.0 0.0 0.0
C -0.87137 1.96164 -2.56067 -0.1 0.0 0.0
N -0.91945 2.02969 -1.22422 0.2 0.1 0.0
H -0.94230 2.41713 2.43110 0.0 0.0 0.0
H -1.32728 4.17005 1.09140 0.0 0.0 0.0
H -2.77310 3.15957 1.07368 0.0 0.0 0.0
H -2.86217 4.75444 -0.97641 0.0 0.0 0.0
H -2.76540 4.59865 -3.45101 0.0 0.0 0.0
H -1.42525 2.73421 -4.47740 0.0 0.0 0.0
H -0.31168 1.12532 -2.97420 0.0 0.0 0.0
N 2.73714 -2.83964 -2.56314 0.0 0.0 -0.1
C 3.71338 -2.11397 -3.19127 -0.2 -0.2 0.1
C 4.60019 -2.73267 -4.08172 0.1 0.0 -0.1
C 5.57684 -1.98618 -4.68992 0.0 0.0 0.0
C 5.70502 -0.60719 -4.43534 0.0 0.0 0.0
C 4.84665 0.00930 -3.56722 0.0 0.0 0.0
C 3.84006 -0.74543 -2.93313 -0.1 0.2 0.0
S 2.78543 0.05398 -1.85254 0.1 0.0 0.0
N 1.72673 -1.04979 -1.29562 0.0 0.0 0.0
C 1.79939 -2.38340 -1.66704 0.0 0.0 0.0
C 0.94569 -3.29919 -1.00627 -0.1 0.0 -0.1
C 0.78653 -4.65072 -1.37944 0.0 0.0 0.0
C -0.08195 -5.44398 -0.67122 0.0 0.0 0.0
C -0.79675 -4.90309 0.39882 0.0 0.1 0.1
C -0.59379 -3.57581 0.71164 0.1 -0.1 0.0
N 0.25822 -2.78737 0.05150 0.0 0.3 0.0
H 2.73002 -3.83153 -2.74263 0.0 0.0 0.0
H 4.50428 -3.79265 -4.28118 0.0 0.0 0.0
H 6.26135 -2.46227 -5.37825 0.0 0.0 0.0
H 6.48273 -0.04278 -4.92895 0.0 0.0 0.0
H 4.92592 1.06805 -3.35413 0.0 0.0 0.0
H 1.30013 -5.06863 -2.23461 0.0 0.0 0.0
H -0.21854 -6.47872 -0.95491 0.0 0.0 0.0
H -1.49804 -5.48926 0.97284 0.0 0.0 0.0
H -1.12426 -3.11599 1.53226 0.0 0.0 0.0
O -7.15217 2.89276 0.31317 0.0 0.0 0.1
S -7.58011 3.11621 -1.05266 0.0 -0.3 -0.1
O -6.81764 4.12699 -1.76499 0.1 0.1 -0.1
O -9.00133 3.11762 -1.27771 -0.1 0.0 0.0
C -6.96818 1.62511 -1.92330 -0.2 0.3 0.1
N -7.51561 1.23477 -3.07514 -0.1 0.0 -0.1
C -6.91842 0.24353 -3.71360 0.1 -0.1 0.0
C -5.74695 -0.36765 -3.26021 -0.2 0.1 0.1
C -5.27896 0.10625 -2.04658 0.0 0.0 -0.2
N -5.90004 1.06929 -1.38183 0.3 -0.1 0.1
C -4.00382 -0.29000 -1.39915 -0.1 0.0 0.0
C -2.95839 -0.92985 -2.06115 0.2 0.4 -0.1
C -1.72539 -0.98311 -1.45168 -0.2 -0.4 0.2
N -1.52251 -0.57850 -0.18604 0.3 -0.2 0.1
C -2.56385 -0.06453 0.49259 0.1 0.1 -0.1
C -3.79443 0.12008 -0.08170 0.0 -0.1 0.0
H -7.37442 -0.08080 -4.64362 0.0 0.0 0.0
H -5.27523 -1.15404 -3.83169 0.0 0.0 0.0
H -3.05936 -1.26522 -3.08373 0.0 0.0 0.0
H -0.86337 -1.36991 -1.98275 0.0 -0.1 0.0
H -2.35576 0.28380 1.49017 0.0 0.0 0.0
H -4.59829 0.61863 0.44476 0.0 0.0 0.0

Entry 4:
79
Properties=species:S:1:pos:R:3:forces:R:3 method="wB97M-V/def2-TZVPD" e_lumo_ev=-2.73 total_energy_ev=-86796.3517 fmax_ev_per_a=1.05 total_charge=+1
Ba -2.24630 -1.70937 -0.07549 -0.7 -0.3 -0.7
Cl -4.30036 -3.46487 2.15405 0.1 0.0 0.0
C -5.55765 -2.24631 2.43625 0.1 0.0 0.0
Cl -5.30097 -0.80803 1.43146 0.1 0.1 0.0
H -5.51695 -1.95092 3.47539 0.0 0.0 0.1
H -6.51414 -2.67814 2.17642 0.0 0.0 -0.1
N -2.81388 -2.20459 -2.40744 0.6 0.1 0.5
C -2.03993 -2.34316 -3.39746 -0.6 -0.1 -0.2
C -0.54008 -2.22318 -3.25004 0.0 0.0 0.1
C 0.14824 -3.01657 -2.33146 0.0 0.1 0.1
C 1.51519 -2.85223 -2.12829 -0.1 0.0 0.0
C 2.20626 -1.87795 -2.83396 0.0 0.0 0.0
C 1.52868 -1.08138 -3.74965 0.0 0.0 0.0
C 0.16933 -1.26099 -3.96705 0.1 0.0 0.0
C -2.54908 -2.61793 -4.78927 0.2 0.1 0.0
C -1.79802 -3.35800 -5.69944 0.0 0.0 0.0
C -2.30644 -3.64610 -6.95948 0.0 0.0 0.0
C -3.55712 -3.17345 -7.32719 0.0 0.0 0.0
C -4.30503 -2.42067 -6.42864 0.0 0.0 0.0
C -3.80546 -2.15050 -5.16483 0.0 -0.1 0.0
H -0.38190 -3.81468 -1.81762 0.0 0.0 0.0
H 2.04230 -3.50455 -1.44240 0.0 0.0 0.0
H 3.27396 -1.76219 -2.69278 0.0 0.0 0.0
H 2.06835 -0.32985 -4.31301 0.0 0.0 0.0
H -0.34798 -0.65769 -4.70398 0.0 0.0 0.0
H -0.81545 -3.72317 -5.42110 0.0 0.0 0.0
H -1.72422 -4.23601 -7.65722 0.0 0.0 0.0
H -3.95016 -3.38966 -8.31330 0.0 0.0 0.0
H -5.28044 -2.04762 -6.71692 0.0 0.0 0.0
H -4.38176 -1.58437 -4.44437 0.0 0.0 0.0
C 2.03599 -0.57252 1.14493 0.0 0.1 0.1
P 0.19868 -0.40492 1.30636 0.9 0.3 0.1
C -0.29411 1.32721 1.04132 -0.2 -0.2 0.0
C -0.64887 1.64564 -0.27449 0.0 0.0 0.1
C -1.14155 2.90310 -0.58769 0.0 0.1 -0.1
C -1.30200 3.84858 0.41647 0.0 0.0 -0.1
C -0.94728 3.54165 1.72297 0.0 0.0 0.1
C -0.44731 2.28617 2.03922 0.1 0.1 0.0
C -0.31404 -0.82400 3.00620 -0.1 -0.1 0.0
C 0.41585 -1.69035 3.82095 0.0 0.0 0.0
C -0.10799 -2.13566 5.02662 0.0 0.0 0.0
C -1.37387 -1.73682 5.43224 0.0 0.0 0.0
C -2.11902 -0.89116 4.62295 0.0 0.0 0.0
C -1.59868 -0.44473 3.41654 0.1 0.0 0.0
P 3.44581 0.65444 1.26929 -0.1 0.0 0.0
C 3.32691 1.53115 2.86361 0.0 0.0 -0.1
C 4.36903 2.42558 3.13017 -0.1 0.0 0.0
C 4.41199 3.12384 4.32557 0.0 0.0 0.0
C 3.43086 2.91679 5.28815 0.0 0.0 0.0
C 2.41144 2.00995 5.04645 0.0 0.0 0.0
C 2.36008 1.32339 3.83860 0.0 0.0 0.0
C 2.95687 1.93777 0.04790 0.0 -0.1 0.0
C 2.64617 3.25612 0.37186 0.0 0.0 0.0
C 2.40814 4.18626 -0.63201 -0.1 0.0 0.0
C 2.46181 3.81001 -1.96628 0.0 0.0 0.0
C 2.76087 2.49561 -2.29888 0.0 0.0 0.0
C 3.02179 1.57190 -1.29815 0.0 0.0 0.0
H 2.16006 -0.92580 0.11723 0.0 -0.1 0.0
H 2.32222 -1.42987 1.75921 0.0 0.0 0.0
H -0.50490 0.91211 -1.06613 0.0 0.0 0.0
H -1.39282 3.14519 -1.61291 0.0 0.0 0.0
H -1.69973 4.82744 0.17915 0.0 0.0 0.0
H -1.06002 4.28398 2.50342 0.0 0.0 0.0
H -0.16537 2.06489 3.06036 0.0 0.0 0.0
H 1.40840 -2.01068 3.53116 0.0 0.0 0.0
H 0.48007 -2.79293 5.65413 0.0 0.0 0.0
H -1.77431 -2.07810 6.37839 0.0 0.0 0.0
H -3.10175 -0.56269 4.93969 0.0 0.0 0.0
H -2.18040 0.24061 2.80787 0.0 0.0 0.0
H 5.14676 2.57248 2.38772 0.0 0.0 0.0
H 5.21970 3.81964 4.51453 0.0 0.0 0.0
H 3.47082 3.45357 6.22759 0.0 0.0 0.0
H 1.65200 1.83251 5.79921 0.0 0.0 0.0
H 1.56299 0.61651 3.66649 0.0 0.0 0.0
H 2.59614 3.56347 1.40838 0.0 0.0 0.0
H 2.17591 5.21094 -0.36746 0.0 0.0 0.0
H 2.28108 4.54034 -2.74558 0.0 0.0 0.0
H 2.82108 2.19935 -3.33935 0.0 0.0 0.0
H 3.29550 0.55615 -1.56514 0.0 0.0 0.0